# 1
Computed, not measured: 2 unconnected molecules or ions with the total composition C7H14, with wB97M-V/def2-TZVPD.

Results
LUMO = 0.0428 Eh
Maximum force = 0.22 eV Å⁻¹
Total charge = 0
Highest occupied orbital energy = -9.52 eV
Molar mass = 98.19 g/mol
Energy relative to the best compared isomer or geometry (same formula, charge and spin) = 156.8 kJ/mol
SMILES = C=CCC.C=CC
Electronic energy = -275.05651 Eh

```
21
C7H14, DFT wB97M-V/def2-TZVPD
C -1.74674 1.43510 -0.02563
C -1.93417 -0.04783 -0.14769
C -2.61815 -0.64522 -1.11891
C 0.86151 -0.92627 1.70900
C 1.65525 -0.13460 0.99551
C 2.25356 -0.53660 -0.32128
C 1.59472 0.24309 -1.46143
H -2.10205 1.95293 -0.92242
H -2.29520 1.82709 0.83946
H -0.68882 1.68475 0.12309
H -1.46400 -0.65299 0.62692
H -3.11154 -0.06770 -1.89850
H 0.52389 0.01187 -1.50113
H -2.72128 -1.72598 -1.16705
H 0.40274 -0.61358 2.64268
H 0.63462 -1.93064 1.35410
H 1.85606 0.88684 1.32679
H 3.33687 -0.35669 -0.31009
H 2.11082 -1.61478 -0.46572
H 2.03627 0.00480 -2.43432
H 1.70066 1.32176 -1.29453
```

Atomic partial charges in e from the Löwdin method, atoms 1 to 2: atom 1 (C): -0.11, atom 2 (C): -0.26

# 2
Computed, not measured: a molecular structure, C18H15BF13N2OsS, with wB97M-V/def2-TZVPD.

Results
Spin multiplicity = 5
LUMO (spin up / spin down) = -0.1138 / -0.2320 Eh
Maximum force = 0.46 eV Å⁻¹
Total charge = +1
Highest occupied orbital energy (spin up / spin down) = -12.07 / -12.26 eV
Expectation value of S² = 6.038
Molar mass = 739.42 g/mol
Energy relative to the best compared isomer or geometry (same formula, charge and spin) = 0.0 kJ/mol
Electronic energy = -2616.25157 Eh

```
51
C18H15BF13N2OsS, DFT wB97M-V/def2-TZVPD
Os -0.22272 -0.31531 -0.86574
C -0.98139 2.83572 0.48810
C -2.09746 2.05846 -0.18559
N -1.97214 0.57402 -0.03645
C -3.16740 -0.09907 -0.67670
C -3.36774 0.17675 -2.15444
C -1.99438 0.22237 1.42042
C -1.50975 -1.19237 1.63003
N -0.28447 -1.28720 0.84209
C 0.81350 -1.99146 1.34694
C 2.09654 -1.51112 1.09337
F 2.23336 -0.35618 0.40222
C 3.21508 -2.16940 1.55074
F 4.41482 -1.65912 1.29217
C 3.08654 -3.33909 2.27688
C 1.82172 -3.82871 2.53261
F 1.66818 -4.95997 3.21106
C 0.69332 -3.17170 2.07936
F -0.51262 -3.70077 2.30029
H -0.94453 3.83614 0.06064
H -0.00106 2.37698 0.32004
H -1.12614 2.94316 1.56101
H -2.10207 2.26586 -1.25198
H -3.07508 2.34158 0.21597
H -4.03877 0.23164 -0.10597
H -3.05287 -1.17125 -0.51990
H -3.61969 1.21518 -2.35983
H -4.20121 -0.43773 -2.49390
H -2.50291 -0.10856 -2.74929
H -3.00507 0.38089 1.80348
H -1.31336 0.90292 1.92702
H -2.23090 -1.94614 1.30668
H -1.31319 -1.35640 2.68875
H 3.96112 -3.86549 2.63293
F 0.26598 0.62905 -8.22052
C 0.26450 0.77819 -6.91388
C -0.28365 -0.21805 -6.11158
F -0.80075 -1.29796 -6.67084
C -0.28487 -0.05642 -4.74521
F -0.83011 -1.01499 -4.01248
C 0.25333 1.09301 -4.13782
S 0.31234 1.36574 -2.45156
C 0.79423 2.08019 -4.98402
F 1.31340 3.18038 -4.46367
C 0.80241 1.92799 -6.35264
F 1.31349 2.85980 -7.13989
F -1.07435 -2.45907 -1.71985
B 0.21010 -3.02205 -1.92031
F 1.07554 -1.65948 -1.70485
F 0.58231 -3.82582 -0.90968
F 0.46181 -3.41111 -3.16938
```

Atomic partial charges in e from the Löwdin method, atoms 1 to 2: atom 1 (Os): 1.46, atom 2 (C): -0.08

# 3
Computed, not measured: a molecular structure, C23H27N2O9S2Zr at a distorted geometry, with wB97M-V/def2-TZVPD.

Results
LUMO = -0.1299 Eh
Maximum force = 2.55 eV Å⁻¹
Total charge = +1
Highest occupied orbital energy = -11.51 eV
Molar mass = 630.83 g/mol
Energy relative to the best compared isomer or geometry (same formula, charge and spin) = 114.4 kJ/mol
Electronic energy = -2522.68859 Eh

```
64
C23H27N2O9S2Zr, DFT wB97M-V/def2-TZVPD
Zr -2.11245 7.20096 17.65984
O 0.21285 9.51225 20.85223
C -0.72819 8.88663 20.11432
O -0.82990 8.94950 18.87149
C -1.62008 8.02604 20.98400
O -1.97454 6.88967 20.23752
C -1.30966 5.60556 20.53423
C -0.30035 5.27108 19.37553
O 0.47443 4.34183 19.48544
O -0.49561 6.07474 18.35345
H 0.83937 10.06726 20.27148
H -1.04505 7.75390 21.88604
H -2.52320 8.54277 21.28076
H -0.80454 5.72646 21.50309
H -2.06950 4.80912 20.54093
C -2.51275 12.25368 14.18562
C -3.63909 11.17409 14.26326
N -3.14968 9.87851 13.85663
C -3.00556 9.64153 12.36595
C -4.08315 8.77739 11.75446
C -2.87764 8.90018 14.72534
S -2.55602 9.39052 16.39267
N -2.78052 7.66965 14.20469
C -2.23271 6.65498 14.74515
O -1.43334 6.68741 15.77777
C -2.13560 5.39651 14.00074
C -1.07200 4.52940 14.29271
C -0.66212 3.59584 13.31464
C -1.45778 3.36426 12.17957
C -2.63054 4.10103 12.02002
C -2.96499 5.07647 12.93274
H -2.63461 12.88991 13.27005
H -1.51297 11.81840 14.10009
H -2.63506 12.93531 15.04525
H -4.48284 11.42202 13.59472
H -4.05475 11.13970 15.28279
H -1.95617 9.35530 12.17468
H -3.07455 10.63326 11.85495
H -4.48910 8.04236 12.45538
H -3.65637 8.23079 10.93290
H -4.90557 9.41218 11.33777
H -0.55605 4.56785 15.25196
H 0.24840 2.95785 13.42118
H -1.21874 2.60625 11.47586
H -3.37843 3.92075 11.26364
H -3.84729 5.71647 12.69531
C -9.68902 5.56160 20.25954
C -8.39804 5.47224 19.52201
C -7.67416 4.25967 19.51928
C -6.52364 4.13464 18.81230
C -6.01087 5.28313 18.12793
C -6.75140 6.48626 18.02745
C -7.96541 6.54288 18.66360
S -4.28623 5.22290 17.55812
O -4.23857 4.09666 16.67902
O -4.05988 6.54197 16.84493
O -3.18944 5.36917 18.61781
H -9.64066 5.03019 21.24480
H -10.54217 5.18162 19.66339
H -9.95033 6.62542 20.37434
H -8.02582 3.45271 20.16436
H -6.01247 3.15930 18.69495
H -6.34425 7.35069 17.53559
H -8.64273 7.41842 18.53493
```

Atomic partial charges in e from the Löwdin method, atoms 1 to 2: atom 1 (Zr): 1.81, atom 2 (O): 0.15

# 4
Computed, not measured: a molecular structure, H2NOS at a distorted geometry, with wB97M-V/def2-TZVPD.

Results
LUMO (spin up / spin down) = 0.1640 / 0.1640 Eh
Maximum force = 2.49 eV Å⁻¹
Total charge = -1
Highest occupied orbital energy (spin up / spin down) = -2.34 / -2.34 eV
Molar mass = 64.09 g/mol
Energy relative to the best compared isomer or geometry (same formula, charge and spin) = 182.0 kJ/mol
Electronic energy = -529.27552 Eh

```
5
H2NOS, DFT wB97M-V/def2-TZVPD
N -0.74123 0.66099 0.00476
O -1.86562 0.30168 -0.24273
S 0.75959 -0.90444 -0.44887
H -0.34505 1.75804 -0.79370
H 1.50521 -0.20441 -1.30073
```

Atomic partial charges in e from the Löwdin method, atoms 1 to 2: atom 1 (N): -0.45, atom 2 (O): -0.32